1.
The ion C15H26N3O3S with charge +1, computed with wB97M-V/def2-TZVPD.

Calculated values
relative energy (zero: lowest compared OMol25 entry of this formula, charge and spin) = 45.7 kcal/mol
E_LUMO = -3.9 eV
SMILES string = CC[NH+](CC)S(=O)(=O)c1ccc(C(=O)NCCN(C)C)cc1
max |F| = 0.9 eV/A
highest occupied orbital energy = -0.3913 hartree
electronic energy = -1375.08195 a.u.

Structure (ORCA input):
```
! wB97M-V def2-TZVPD RIJCOSX def2/J DEFGRID3
* xyz 1 1
S 0.4346 -3.0831 2.0467
O 1.3653 -3.3052 3.0914
O -0.0568 -4.1381 1.2373
O 1.7271 2.9333 -0.4665
N -0.2277 3.6332 -4.2495
N 1.7078 1.8194 -2.4421
N -1.1715 -2.5601 2.9957
C 0.7935 -1.6282 1.1009
C -0.9226 -0.2259 3.7997
C 1.7527 -0.7439 1.5667
C 0.1178 -1.4347 -0.0916
C 0.4088 -0.3093 -0.8437
C 2.0221 0.3854 0.8160
C 1.0490 3.0050 -4.5189
C 1.6261 1.9077 -1.1041
C -1.1984 -4.6942 4.2957
C 1.3583 0.6048 -0.3907
C -0.8976 4.0418 -5.4672
C -0.8585 -1.7013 4.1567
C 1.9610 2.9674 -3.2886
C -1.0902 2.8354 -3.4078
C -1.9324 -3.7931 3.3189
H 1.6966 0.9171 -2.8927
H 2.2698 -0.9513 2.4897
H -0.6021 -2.1657 -0.4239
H -2.9047 -3.4995 3.7261
H -0.2472 4.7083 -6.0301
H -1.7908 -5.5919 4.4506
H -1.1721 3.1913 -6.1093
H 3.0049 2.9433 -3.6181
H -2.0887 -4.3284 2.3801
H -2.0386 3.3540 -3.2841
H -1.5779 -1.9103 4.9522
H -1.2940 1.8373 -3.8335
H 1.8016 3.8598 -2.6814
H 2.7405 1.1165 1.1535
H 0.9340 1.9788 -4.9202
H -1.9210 0.0499 3.4648
H -1.7159 -2.0195 2.3195
H 0.1365 -1.9814 4.5093
H -1.0525 -4.2173 5.2606
H -0.2322 -4.9903 3.9000
H -0.6980 0.3648 4.6835
H -0.1205 -0.1342 -1.7678
H 1.5504 3.6039 -5.2811
H -0.6384 2.7203 -2.4248
H -0.2057 0.0419 3.0285
H -1.8027 4.5864 -5.2061
*
```

Taken from the Mulliken analysis, the atomic charges in e are:
1 S 1.30
2 O -0.56
3 O -0.63
4 O -0.64
5 N -0.05
6 N -0.15
7 N -0.17
8 C 0.37
9 C -1.19
10 C -0.67
11 C -0.82
12 C -0.52
13 C -0.53
14 C -0.59
15 C 0.19
16 C -1.01
17 C 0.58
18 C -1.03
19 C -0.46
20 C -0.92
21 C -0.86
22 C -0.54
23 H 0.25
24 H 0.51
25 H 0.51
26 H 0.46
27 H 0.35
28 H 0.41
29 H 0.36
30 H 0.42
31 H 0.40
32 H 0.40
33 H 0.45
34 H 0.30
35 H 0.35
36 H 0.48
37 H 0.33
38 H 0.39
39 H 0.43
40 H 0.36
41 H 0.31
42 H 0.34
43 H 0.40
44 H 0.45
45 H 0.47
46 H 0.19
47 H 0.22
48 H 0.33

---

2.
A cluster of 15 separate species, C54H117N8O32P3 in total at a distorted geometry, computed with wB97M-V/def2-TZVPD.

Calculated values
E_LUMO = 0.1 eV
max |F| = 3.5 eV/A
highest occupied orbital energy = -0.3032 hartree
electronic energy = -5998.06314 a.u.

Structure (ORCA input):
```
! wB97M-V def2-TZVPD RIJCOSX def2/J DEFGRID3
* xyz 0 1
P -0.3918 -2.0716 0.9285
P -4.3415 5.0362 -3.5494
P -1.0216 4.8549 0.9514
O -1.2703 3.9854 2.2383
O -0.6455 -3.3134 1.7437
O -3.4428 3.9630 -2.8096
O 5.6447 -1.3545 -5.7702
O 1.0300 -4.8807 4.5150
O -2.3559 -4.7192 -2.4926
O -4.6094 -1.9118 -0.2277
O 1.1407 -1.6893 0.8366
O 2.7024 -6.6194 -0.7004
O -2.4394 5.5419 0.7015
O 0.0057 -3.0230 5.0052
O -6.2607 3.7003 4.4922
O 6.2260 -5.1214 -2.6696
O 4.9653 2.6979 2.2344
O 7.6232 -3.2799 4.3039
O -4.8756 6.1479 -2.7240
O -5.5287 4.1724 -4.2968
O 7.0446 -1.1483 4.6438
O -4.3895 -0.0110 0.9930
O -2.4046 0.6656 5.9508
O -1.1198 -0.7696 1.4774
O -3.8031 -2.0247 1.7667
O -3.4127 5.4282 -4.7870
O -0.0970 -3.2370 -6.6526
O -1.2577 -1.5390 -5.8649
O 6.6211 -2.1382 2.6380
O 0.1342 5.7387 1.0972
O -0.8701 -2.2132 -0.5326
O 4.4427 0.1822 -1.8885
O -0.8593 3.6790 -0.1390
O -0.0857 -2.8654 -4.3980
O 2.2963 -3.1033 5.0822
N 5.6772 0.9826 -0.1658
N 1.3069 -5.0586 0.1052
N -3.0331 -4.2939 -4.6139
N -4.4816 2.3306 4.6408
N -2.1031 -1.3019 7.0427
N 5.2702 -3.1267 -2.8681
N 3.1643 2.8921 3.6418
N 3.9444 -0.7219 -4.5282
C -2.3353 -5.0370 -3.6700
C -3.1038 7.8413 -5.0024
C -1.5378 -6.1701 -4.1671
C 1.1928 -3.6358 4.8976
C 2.1035 -2.0699 1.8333
C 3.6640 2.1322 -0.8342
C -2.5943 6.1725 -0.5715
C 8.0429 -3.0082 5.6394
C -2.7953 -0.5035 6.2248
C 6.3002 -4.0375 -3.1526
C 3.3685 -1.9692 -6.5187
C 4.4146 -1.3240 -5.5842
C -1.7230 4.5256 3.4505
C -4.0016 -3.2999 -4.2041
C -2.5596 6.5511 -4.5580
C -4.3252 -1.2181 0.8698
C -4.0269 -3.2337 -0.1432
C 7.0221 -2.2084 3.7709
C -0.7731 -0.9555 7.5781
C -1.2230 3.7719 4.6296
C -1.0357 -3.9088 4.5781
C -5.3099 3.2710 5.1051
C -0.2975 -5.1437 4.0822
C -0.8473 -0.3661 2.8471
C 0.1025 0.8234 2.8053
C 4.2542 -3.5280 -1.9693
C -4.0241 3.2651 -1.6419
C 4.2926 2.2624 3.1711
C 7.9041 -1.5247 5.7234
C -4.8625 2.1035 -1.9995
C -0.4517 -2.5995 -5.5174
C -6.8534 4.7208 -4.4901
C 0.2190 3.8509 -1.0562
C 4.6445 1.0153 -1.0054
C -1.6710 -1.6781 -7.2126
C -5.0162 3.7789 6.5138
C -7.0140 5.1609 -5.8851
C -0.6245 -2.6182 -7.7700
C 2.5640 -0.4686 -4.2294
C -3.8517 -3.3911 1.3377
C 7.3863 -3.5238 -4.1056
C -1.8375 7.5041 -0.5741
C 3.4831 -1.5888 1.3937
C 2.4626 3.8339 2.7761
C -0.6124 -1.1770 -1.5142
C 6.6751 -0.0891 -0.1832
C 0.6774 -4.8772 -1.2203
C 3.1797 -5.9900 1.5144
C -3.9865 -1.1278 5.5673
C 4.8138 1.0822 3.9197
C -4.6289 1.8749 3.2989
C 0.0445 2.7622 -2.0762
C -1.9343 -0.3956 -1.7028
C 2.3369 -5.9681 0.2247
H 3.0135 -1.2212 -7.2178
H -0.1457 -0.7938 6.7191
H 0.1467 1.7751 -1.6186
H 0.0620 4.8043 -1.5565
H -7.0672 5.5034 -3.7494
H -0.3939 -4.7467 -1.1873
H -2.9104 -3.7136 1.7179
H -5.1234 2.6343 2.6625
H -1.4259 -6.1676 -5.2425
H 7.5089 0.1450 -0.8545
H 0.1785 -0.4760 -1.1668
H 3.8247 -2.0564 0.4749
H 3.9166 2.9315 -1.5334
H -4.1894 -2.5605 -4.9640
H 3.8646 -2.7434 -7.1006
H -4.5347 4.0586 -1.0341
H 2.0035 4.6604 3.2979
H 2.6418 -5.7707 2.4373
H -1.4592 5.5728 3.4185
H -3.2558 7.8786 -6.0735
H 4.2791 -1.8121 2.1049
H 7.3956 -3.5578 6.2881
H -2.0634 8.1327 -1.4526
H -1.5879 4.2442 5.5682
H -1.0016 2.7750 -2.3637
H -1.5796 -0.6633 -7.5325
H -3.9807 3.5744 6.7904
H 0.2540 1.2010 3.8197
H -3.5327 -2.7821 -3.3514
H 4.6024 -4.1791 -1.1807
H -2.0041 -7.1113 -3.8187
H 4.0945 -5.3892 1.3576
H 7.9506 -4.3648 -4.5113
H 3.4087 -4.0328 -2.4519
H 8.8531 -0.9796 5.6067
H 0.1731 -2.0939 -8.2793
H -4.4329 -1.8946 6.1794
H -2.7123 -1.0603 -2.0366
H -4.7401 -0.3449 5.3751
H 1.6718 3.2543 2.3140
H 3.1411 4.1684 2.0113
H -7.5520 3.9265 -4.2143
H 3.8310 -2.6519 -1.4808
H 1.0109 -5.7647 -1.7574
H 2.6159 2.3540 4.2677
H 1.9569 -1.3466 -4.4056
H -0.1277 3.8530 4.6827
H -1.0512 -0.0521 8.0871
H -0.4778 -1.2309 3.3986
H -4.6555 -3.9426 1.8317
H -0.5579 -6.0929 -3.7127
H 1.1200 3.7762 -0.4737
H -6.4025 5.9847 -6.2193
H -3.7927 1.8785 5.2242
H -6.7505 4.3339 -6.4989
H 2.2164 0.3223 -4.9087
H 0.6883 2.8992 -2.9606
H -0.5939 -1.7263 8.3147
H -2.1228 8.0576 0.3194
H 4.4897 1.0827 4.9658
H 5.8893 0.9655 3.9518
H -3.6887 -1.5936 4.6268
H 3.7061 2.5870 0.1594
H -2.2480 5.4750 -1.3113
H -5.9040 2.3936 -2.1958
H -0.7630 7.3637 -0.4201
H -4.4331 1.4864 -2.7841
H -1.7715 0.3088 -2.5117
H -1.6669 -4.0265 5.4596
H -2.4301 -2.2446 7.2136
H 1.0719 0.5748 2.3613
H -4.7923 -3.9131 -0.5086
H 2.5969 1.9084 -0.9700
H -1.5904 2.7478 4.6382
H -3.1444 2.9063 -1.0917
H -3.1188 -3.2747 -0.7705
H -4.8835 -3.7945 -3.8005
H 0.9064 -4.5876 0.9048
H -0.2418 -5.1153 3.0190
H -4.9165 1.4738 -1.1270
H -0.6522 -6.0530 4.5310
H -0.8735 -3.4173 -8.4540
H -3.0534 -4.5864 -5.5758
H -1.8119 -0.1198 3.2534
H -1.6850 -3.4673 3.8510
H -5.2464 4.8401 6.5052
H 6.8630 -3.0275 -4.8971
H -0.2445 -1.7639 -2.3597
H 7.0260 -0.1717 0.8291
H 1.8033 -1.6362 2.8011
H -5.1883 0.9462 3.1453
H -2.2098 0.1770 -0.7757
H 3.4285 -0.5137 1.2675
H -5.6949 3.3375 7.2629
H 6.1787 -0.9819 -0.5295
H 2.5051 -2.3965 -6.0336
H 4.3780 0.1922 3.4627
H -8.0584 5.4414 -6.0177
H 2.0818 -3.1686 1.8709
H -2.8059 4.4676 3.4638
H 3.4722 -7.0552 1.5313
H -2.3898 8.6339 -4.7614
H 7.9903 -2.7567 -3.6539
H 5.3973 -2.1640 -3.1034
H -2.3139 6.4904 -3.4787
H -1.6110 6.3615 -5.0787
H 1.0062 -3.9107 -1.6601
H -2.5834 -2.1944 -7.2141
H 2.4899 -0.2024 -3.1696
H 5.6246 1.5343 0.6679
H 9.0333 -3.3753 5.9225
H -4.0117 8.0320 -4.4593
H -0.3899 1.5876 2.1915
H 4.6115 -0.2460 -3.9622
H 7.5230 -1.1547 6.6727
H -3.6810 6.3225 -0.6693
H -3.6040 1.7669 2.9107
*
```

Atom charges from the Mulliken analysis, given in e for atoms 1 to 99:
1 P -0.91
2 P 0.80
3 P -0.16
4 O 0.65
5 O -0.72
6 O -0.04
7 O -0.79
8 O -0.36
9 O -0.48
10 O -0.43
11 O 1.18
12 O -0.65
13 O -0.41
14 O -0.02
15 O -0.68
16 O -0.63
17 O -0.77
18 O -0.35
19 O -0.78
20 O -0.19
21 O -0.25
22 O -0.41
23 O -0.70
24 O 0.80
25 O -0.11
26 O -0.37
27 O -0.36
28 O -0.25
29 O -0.48
30 O -0.86
31 O 0.59
32 O -0.49
33 O 0.68
34 O -0.34
35 O -0.65
36 N -0.10
37 N 0.51
38 N -0.11
39 N 0.53
40 N -0.20
41 N 0.21
42 N -0.13
43 N 0.18
44 C 0.61
45 C -1.41
46 C -1.02
47 C 0.57
48 C 0.77
49 C 0.15
50 C 0.48
51 C -0.35
52 C 0.76
53 C 0.61
54 C -1.39
55 C 1.00
56 C -0.58
57 C -0.58
58 C 0.65
59 C 0.46
60 C 0.64
61 C 0.56
62 C -0.98
63 C -0.77
64 C 0.51
65 C 0.91
66 C 0.10
67 C -0.41
68 C -0.06
69 C -1.02
70 C 0.71
71 C 0.85
72 C -0.36
73 C -1.32
74 C 0.65
75 C -0.32
76 C -0.11
77 C 0.10
78 C -0.37
79 C -1.16
80 C -1.17
81 C -0.42
82 C -0.36
83 C -0.15
84 C -1.09
85 C -1.42
86 C -0.15
87 C -0.98
88 C 1.41
89 C -0.91
90 C -0.95
91 C -1.03
92 C -1.09
93 C -1.03
94 C -1.05
95 C 0.06
96 C -0.27
97 C 0.95
98 H 0.35
99 H 0.17

---

3.
A cluster of 2 separate species, C3H6N2O2 in total at a distorted geometry, computed with wB97M-V/def2-TZVPD.

Calculated values
relative energy (zero: lowest compared OMol25 entry of this formula, charge and spin) = 2.3 kcal/mol
E_LUMO (spin up / spin down) = 0.4 / 0.3 eV
expectation value of S² = 2.01
max |F| = 5.8 eV/A
highest occupied orbital energy (spin up / spin down) = -0.1793 / -0.3909 hartree
electronic energy = -377.76938 a.u.

Structure (ORCA input):
```
! wB97M-V def2-TZVPD RIJCOSX def2/J DEFGRID3
* xyz 0 3
O 3.6382 0.0052 -1.6669
O 3.6921 -1.1206 0.3014
N -0.2130 -1.2207 -0.9201
N 0.7634 0.4770 0.4665
C -0.3277 -0.1966 0.1230
C 3.5210 -0.5327 -0.6631
C 1.0294 1.2583 1.4825
H -1.1507 -0.4315 0.8403
H 2.0101 1.8611 1.4485
H 1.6003 0.3396 -0.0587
H -1.1614 -1.5924 -1.1381
H 0.1754 -0.8013 -1.7129
H 0.2879 1.4650 2.2266
*
```

Taken from the Mulliken analysis, the atomic charges in e are:
1 O -0.35
2 O -0.33
3 N -0.48
4 N 0.09
5 C -0.17
6 C 0.67
7 C -0.47
8 H 0.25
9 H 0.19
10 H -0.19
11 H 0.25
12 H 0.21
13 H 0.31

---

4.
The molecule C9H12 at a distorted geometry, computed with wB97M-V/def2-TZVPD.

Calculated values
relative energy (zero: lowest compared OMol25 entry of this formula, charge and spin) = 157.1 kcal/mol
E_LUMO (spin up / spin down) = -0.2 / -0.4 eV
max |F| = 4.9 eV/A
highest occupied orbital energy (spin up / spin down) = -0.3215 / -0.3000 hartree
electronic energy = -349.85446 a.u.

Structure (ORCA input):
```
! wB97M-V def2-TZVPD RIJCOSX def2/J DEFGRID3
* xyz 0 1
C -0.5662 1.0451 -0.3477
C 0.3777 1.2548 -1.4033
C -1.7453 0.0423 -0.4492
C -0.8953 -1.1843 -0.4402
C -2.5583 0.0180 0.8042
C 0.8743 0.5185 -0.1441
C 0.4382 -0.9643 -0.2239
C 1.7105 1.2494 0.8958
C 1.3590 -2.1350 -0.1253
H 1.8468 2.1802 0.5291
H 0.3995 0.6232 -2.3876
H 1.4592 -2.4641 0.8868
H -1.9845 -0.4217 1.5311
H 1.3381 1.1104 1.8540
H -2.8704 0.8898 1.2852
H 0.7666 2.1734 -1.3845
H -2.4165 0.4060 -1.3774
H 2.4056 -1.6879 -0.3468
H -3.5601 -0.5701 0.7880
H 2.6990 0.9348 0.8301
H 0.9222 -3.0185 -0.7743
*
```

Taken from the Mulliken analysis, the atomic charges in e are:
1 C -0.47
2 C -0.85
3 C 0.85
4 C -1.16
5 C -1.48
6 C 0.74
7 C 0.94
8 C -1.62
9 C -1.17
10 H 0.48
11 H 0.23
12 H 0.28
13 H 0.41
14 H 0.32
15 H 0.43
16 H 0.41
17 H 0.30
18 H 0.30
19 H 0.29
20 H 0.48
21 H 0.31